No. 1
Here is C24H41F3P2Pb as an isolated structure at a distorted geometry from the OMol25 dataset. Energies are from the ωB97M-V functional and the def2-TZVPD basis.

The geometry in XYZ format:
```
71
Properties=species:S:1:pos:R:3:forces:R:3
H 2.632 -2.059 2.339 0.094 -0.062 -0.240
C -1.286 -0.789 -3.504 0.550 -0.283 -0.548
H 2.601 -2.225 -6.610 -0.370 0.212 0.071
F 4.314 1.488 0.109 0.107 0.076 -1.003
C 4.251 0.129 -6.822 0.213 -0.321 0.469
C -2.865 -0.316 1.750 0.219 0.564 -0.156
C 1.940 1.426 -6.393 -0.324 0.304 0.327
H 1.059 0.770 -2.179 -0.860 -0.174 0.326
H -1.365 1.966 -3.689 0.351 0.361 0.186
H -0.883 3.951 -6.005 0.461 -0.046 -0.253
H -3.472 -1.005 2.354 0.230 -0.177 -0.064
H 3.864 0.325 -7.832 0.167 -0.068 0.352
H -1.369 -1.878 -3.296 0.172 0.438 -1.402
H -1.301 1.023 3.567 0.175 0.009 0.057
H -4.304 0.765 -2.725 -0.246 -0.343 0.052
H -1.908 1.090 -6.653 0.559 -0.208 -0.222
C -1.917 -2.483 -0.345 -0.461 -0.360 -0.177
H -0.157 3.425 -7.568 0.149 0.410 0.359
C 1.107 -3.087 0.189 0.385 -0.427 -0.332
C 3.456 1.403 -0.948 -3.531 -1.699 4.708
C -2.615 -0.101 -3.707 -0.392 0.488 1.213
H 2.211 -0.699 3.363 -0.035 0.278 0.007
C -2.688 1.202 -1.469 0.227 -0.200 0.279
H -1.745 -3.567 -0.321 -0.054 0.210 -0.020
H 1.578 -1.072 -7.512 0.263 0.211 0.320
H 1.854 1.275 -7.470 0.492 -0.072 -0.102
P 2.848 0.005 -5.625 -0.449 0.268 -1.942
C -1.482 -0.792 1.569 0.704 2.308 3.221
P 0.252 1.826 -5.788 -1.177 0.189 -0.660
H -3.261 -0.803 -4.271 0.401 0.341 0.229
H -3.264 1.513 -0.606 0.245 -0.792 0.712
C -1.074 -1.800 0.651 4.841 -3.133 -2.222
H 1.219 -3.972 0.833 0.006 0.167 -0.029
H -0.299 3.030 -2.768 -0.280 -0.185 0.226
H 2.117 -2.747 -0.058 -0.048 -0.006 0.012
H -0.756 1.693 -0.696 -1.242 1.193 -0.292
Pb 4.504 1.635 -2.840 0.602 -0.088 -2.494
C 0.012 3.514 -6.481 0.053 -0.188 -0.370
F 2.327 2.070 -0.503 1.413 -0.139 -1.200
H 0.635 -3.431 -0.734 0.041 0.100 0.103
H 1.217 1.500 -3.712 -0.380 -0.202 0.336
H -0.648 -0.194 -6.921 -0.290 0.563 0.016
H 0.417 1.346 3.288 -0.168 -0.066 -0.004
C 1.904 -1.376 -6.509 0.416 -0.413 0.879
H -1.696 -2.146 -1.369 -0.006 0.021 0.363
H -3.370 -0.200 0.789 0.040 -0.262 -0.017
F 2.998 0.033 -0.892 1.000 1.375 -0.614
H -2.891 0.655 2.246 0.042 -0.146 0.094
H -2.981 -2.307 -0.162 0.149 -0.057 -0.054
C 2.163 -1.076 2.346 -0.528 -0.335 0.384
H 2.543 2.316 -6.188 0.017 0.077 -0.206
H 2.755 -0.417 1.696 -0.180 -0.055 -0.066
H -0.685 1.291 -7.967 -0.271 -0.410 0.262
H -0.072 0.063 4.390 -0.106 0.102 -0.108
H 0.696 -0.848 -4.253 -0.047 -0.262 1.564
C -0.325 0.553 3.441 0.230 0.476 0.630
H 0.905 4.127 -6.271 -0.503 -0.054 -0.102
C -0.697 2.006 -2.831 0.450 -0.774 0.124
C -3.377 0.278 -2.400 -0.946 0.515 -1.704
C -0.049 -0.250 -3.695 0.080 -0.731 0.485
H -3.678 -0.657 -1.882 0.193 0.574 -0.010
C -0.860 0.891 -6.951 0.446 0.215 -0.198
C 0.768 -1.175 1.871 -0.411 2.453 1.941
H 4.904 0.953 -6.500 -0.019 -0.282 -0.295
H 1.022 -1.702 -5.935 0.388 0.048 -0.302
C 0.316 -2.035 0.847 -4.653 -1.732 -2.916
H 4.802 -0.821 -6.820 0.092 0.353 -0.049
H -2.479 0.803 -4.329 -0.237 -0.711 0.248
C -0.346 -0.416 2.328 -0.558 0.094 -0.191
C -1.444 1.663 -1.588 1.412 0.079 1.026
C 0.450 1.027 -3.060 0.695 0.391 -1.017
```
Forces are in eV/Å.

Calculated values
net charge: +2
HOMO level: -12.36 eV
LUMO energy: -8.42 eV


No. 2
Here is a 2-piece molecular cluster, C24H41N2O9S4 overall at a distorted geometry from the OMol25 dataset. Energies are from the ωB97M-V functional and the def2-TZVPD basis.

The geometry in XYZ format:
```
80
Properties=species:S:1:pos:R:3:forces:R:3
H 1.792 0.482 -3.824 0.066 0.020 -0.152
H 1.122 -3.657 1.770 -0.049 0.098 0.181
H -2.718 4.427 -2.690 -0.134 0.008 -0.075
H -1.120 1.574 1.654 0.134 -0.015 -0.017
H 1.054 -1.920 -2.370 -0.282 -0.057 0.139
H -1.685 -0.030 -4.153 0.084 -0.090 -0.060
O -0.412 -3.069 -3.336 -0.134 -0.471 -0.072
H -1.067 1.140 -0.103 0.051 -0.033 -0.020
H -2.084 1.156 -2.218 0.165 0.011 0.086
C -1.848 4.157 -3.294 0.231 0.128 0.122
H 0.427 -0.143 -2.926 -0.005 -0.076 0.022
H -1.099 6.064 -2.587 0.159 0.107 0.056
H 1.991 -1.398 2.032 0.009 -0.159 -0.064
C -0.956 -3.847 -2.381 -0.312 -0.102 -0.121
C -1.287 -1.710 0.689 0.282 0.536 0.386
H 0.804 -4.679 -0.440 0.046 -0.055 0.046
H 1.564 -3.542 -2.877 0.004 -0.094 -0.186
C 0.770 0.125 -3.936 -0.268 0.109 0.641
H -2.537 1.834 0.599 -0.056 0.048 0.028
C 2.575 2.781 1.308 0.511 0.167 -0.313
H 2.769 3.670 -0.677 -0.150 -0.006 -0.091
C 0.713 -1.082 -4.860 0.210 0.353 -0.374
C -4.218 -3.019 3.302 -0.056 -0.173 0.036
H -5.282 -3.252 3.276 0.035 -0.114 -0.042
C 0.384 -3.263 1.090 0.164 -0.235 0.164
H 1.064 0.655 3.409 0.048 0.129 -0.009
H 1.930 -2.255 3.590 0.246 -0.029 -0.108
H -3.371 -5.159 4.950 0.002 0.024 -0.010
S 3.096 2.743 5.003 -0.108 0.118 0.012
C 1.507 -1.439 3.010 -0.361 0.201 0.017
C -1.520 -2.232 -0.550 0.024 -0.151 -0.390
H 2.903 1.886 0.761 -0.182 -0.158 0.044
S -3.246 -4.392 2.695 -0.202 -0.131 -0.027
C -0.008 -1.670 2.838 0.584 0.283 0.430
H -2.177 3.998 -4.323 -0.038 -0.110 -0.032
H -0.312 -1.371 -5.086 -0.054 -0.114 0.140
H -0.519 -0.731 2.982 -0.181 -0.015 -0.170
C -2.015 1.799 -3.101 -0.115 -0.129 -0.126
C -1.674 1.200 0.797 0.283 -0.067 0.142
H -1.847 1.343 -5.223 0.048 0.131 -0.026
O -1.614 -4.821 -2.597 0.310 0.545 0.110
H -3.046 2.040 -3.378 -0.090 -0.010 0.107
H 5.014 3.579 -0.264 0.088 -0.036 -0.038
H -2.294 -1.804 -1.168 -0.069 0.034 -0.002
C 2.643 4.010 0.356 -0.061 -0.176 0.439
O 3.726 4.830 0.713 0.123 0.279 -0.295
O 1.455 -2.193 -4.344 -0.314 -0.077 -0.041
C 0.970 -2.672 -3.160 0.535 0.185 0.148
C 4.865 3.003 1.842 0.223 0.667 -0.514
H 1.576 2.607 1.701 -0.075 0.116 0.052
H 1.176 -0.825 -5.809 0.127 -0.070 0.004
C 3.350 2.208 3.513 -0.044 -0.162 0.262
O -0.009 1.204 -4.388 0.102 -0.235 -0.369
H 5.606 3.233 2.603 -0.079 -0.083 0.194
C 1.790 -0.099 3.701 0.462 -0.425 0.309
N 3.516 3.053 2.398 -0.072 -0.586 0.138
H 5.752 4.754 0.822 -0.012 0.086 0.141
O -3.521 -0.532 0.310 0.299 0.037 -0.218
C 0.205 -3.831 -0.144 -0.192 -0.116 -0.274
O -1.295 2.952 -2.763 -0.021 -0.039 0.073
C 4.915 4.073 0.710 -0.246 -0.207 0.002
O -1.810 -3.987 2.887 -0.077 -0.096 0.021
O -2.628 -0.503 2.594 0.389 0.440 0.139
H -4.717 -5.780 3.942 -0.005 0.012 -0.035
C -0.750 -3.301 -0.988 0.144 -0.323 -0.138
H -0.615 5.646 -4.242 0.057 0.176 0.022
H -4.000 -2.209 2.622 -0.175 0.158 0.044
H -0.411 -2.370 3.567 -0.110 -0.079 -0.150
S 3.465 0.419 3.210 -0.012 0.154 -0.482
H 1.739 4.606 0.447 0.016 0.137 -0.073
S -2.398 -0.360 1.188 -1.346 -0.289 -0.023
H 0.148 4.822 -2.897 0.055 0.059 0.131
C -0.787 5.256 -3.242 -0.282 -0.308 -0.220
H -3.089 -6.482 3.788 0.001 0.001 -0.030
C -3.649 -5.570 3.980 0.125 -0.012 0.106
H 1.802 -0.213 4.782 -0.322 0.132 0.068
H 5.086 2.029 1.385 0.019 -0.193 0.242
C -1.404 1.019 -4.281 -0.200 0.225 0.001
N -0.324 -2.208 1.493 -0.026 0.206 -0.040
H -3.902 -2.757 4.312 0.051 -0.017 -0.017
```
Forces are in eV/Å.

Calculated values
net charge: +1
HOMO level: -10.77 eV
LUMO energy: -4.46 eV


No. 3
Here is C24H41N8O8PScSe2 as an isolated structure from the OMol25 dataset. Energies are from the ωB97M-V functional and the def2-TZVPD basis.

The geometry in XYZ format:
```
85
Properties=species:S:1:pos:R:3:forces:R:3
O -0.692 -3.668 -6.003 0.053 -0.055 0.032
H -2.174 1.316 -1.611 -0.016 0.015 -0.011
C -0.868 3.754 1.972 0.053 0.022 0.019
C -2.519 -3.539 -3.995 0.017 0.080 0.135
O -4.879 -4.824 -3.851 -0.022 -0.015 -0.002
C -1.895 -1.802 -1.886 0.094 -0.026 -0.016
H -0.429 2.291 -0.611 -0.035 0.048 0.016
C -3.805 2.651 2.160 -0.079 -0.008 -0.018
N -1.290 2.407 -0.085 0.090 -0.230 -0.016
Se 1.352 1.135 1.914 0.289 0.013 0.028
N 3.891 -1.052 -1.573 -0.018 -0.014 0.039
H 1.895 -1.616 -1.955 -0.011 0.002 -0.065
H -0.781 2.425 3.498 0.008 -0.023 -0.047
H 2.269 -1.063 7.003 0.011 0.015 0.006
H 0.988 0.554 -2.203 -0.046 -0.009 0.022
H 5.392 1.960 -1.814 -0.002 0.000 -0.005
H -4.232 1.035 -0.662 0.009 0.020 0.000
C 1.385 0.471 3.778 0.029 -0.004 0.005
H 5.892 -0.358 -1.631 0.000 0.013 -0.039
N -0.312 -3.119 -4.997 -0.135 0.188 -0.004
H -0.700 4.445 -0.053 -0.013 0.010 0.026
C 2.761 -1.358 -2.566 -0.007 -0.093 0.073
C -3.120 -2.460 -1.902 0.063 0.009 -0.071
C 5.122 -0.607 -2.362 0.008 -0.078 0.064
H -2.344 4.130 0.428 -0.002 -0.001 0.036
H -2.761 -4.215 -4.801 0.004 0.004 -0.006
C -3.401 -3.304 -2.957 -0.063 -0.066 -0.038
O -0.437 -0.332 -0.669 0.047 0.018 -0.231
N 4.815 0.495 -3.200 -0.021 0.004 0.037
N -3.479 1.557 1.222 0.194 -0.259 0.060
O 0.823 -2.734 -4.785 0.074 -0.054 0.014
H 3.510 0.999 -4.748 -0.003 -0.007 -0.007
O -2.412 -0.746 0.173 -0.127 -0.225 -0.157
H -0.593 -0.209 5.505 -0.014 -0.026 -0.033
Sc -1.170 0.517 1.417 -0.033 0.829 0.324
H -3.835 -2.320 -1.105 0.005 0.000 0.013
C -1.312 -2.870 -3.935 0.082 -0.087 -0.085
H -1.153 4.705 2.438 0.000 -0.013 -0.012
Se -2.159 -0.564 3.565 -0.170 -0.120 0.307
H 2.445 0.497 4.027 -0.040 0.020 0.033
C 4.526 1.715 -2.432 0.034 0.031 -0.029
H 5.430 -1.473 -2.951 0.009 0.033 -0.007
C 3.446 -0.018 -0.574 0.034 -0.085 -0.011
C 3.725 0.144 -4.109 0.012 0.005 -0.094
C 0.976 -1.895 2.904 -0.023 0.005 0.022
N 2.509 -0.241 -3.402 0.026 0.012 0.029
C -1.552 -0.908 -0.736 0.049 -0.103 0.000
H -0.776 -2.173 2.103 -0.125 0.127 0.083
H 0.877 -2.929 3.251 0.030 0.013 0.018
C 1.761 -1.533 5.174 0.020 0.018 -0.019
C -2.429 2.168 -0.984 0.045 0.020 -0.040
H -4.785 2.490 2.619 0.034 0.005 0.001
C 1.914 0.885 -2.673 -0.066 -0.010 -0.043
H 1.384 -2.515 5.480 -0.008 0.008 -0.005
C -2.758 2.794 3.254 0.011 0.002 0.032
C -3.727 1.878 -0.192 -0.115 0.038 -0.044
C -0.984 -1.999 -2.915 -0.119 -0.052 0.050
H -2.867 3.771 3.740 -0.005 -0.006 -0.032
H 3.091 -2.218 -3.150 -0.038 0.010 -0.020
H -4.007 0.728 1.469 -0.023 0.044 -0.006
O -5.504 -3.705 -2.115 -0.011 -0.032 -0.003
H 4.118 -1.911 -1.071 -0.011 -0.002 -0.012
H 1.665 1.667 -3.395 -0.007 0.002 0.024
N -4.707 -4.007 -2.975 0.040 0.068 -0.002
P 3.007 1.607 -1.359 0.046 0.106 0.014
H -0.038 -1.482 -2.930 0.014 0.008 0.005
H 1.967 -1.783 2.457 -0.049 0.040 0.006
H -3.890 3.574 1.588 0.007 -0.001 0.036
H -0.772 -1.907 5.130 0.004 0.000 -0.015
H 4.246 0.115 0.156 -0.016 0.032 -0.007
H -4.409 2.729 -0.264 0.031 -0.027 -0.003
N -1.404 2.607 2.717 -0.005 -0.067 -0.063
H 4.399 2.540 -3.135 -0.004 0.007 0.017
H 0.217 3.670 2.003 -0.039 0.012 -0.001
H -2.586 3.018 -1.658 -0.007 -0.013 0.030
H 2.574 -0.404 -0.041 -0.008 0.030 0.018
O 0.025 -1.690 1.852 -0.066 -0.034 -0.262
O 1.802 -0.643 6.275 -0.025 -0.007 0.015
C 0.840 -0.938 4.093 0.056 -0.110 -0.088
H -2.906 2.018 4.001 -0.017 0.034 -0.003
H 4.046 -0.690 -4.737 -0.003 0.007 0.003
H 2.767 -1.667 4.751 -0.020 -0.014 -0.003
C -0.575 -0.929 4.689 0.037 -0.071 0.099
C -1.326 3.755 0.521 0.004 0.019 -0.079
H 0.905 1.200 4.430 -0.010 0.001 -0.037
```
Forces are in eV/Å.

Calculated values
net charge: +1
HOMO level: -9.66 eV
LUMO energy: -3.12 eV